Formula: C31H85N2O12P
Source: the OMol25 dataset
Level of theory: ωB97M-V/def2-TZVPD

Each line ends with the Löwdin charge.
Cartesian coordinates (Å):
C1 1.44 0.90 -3.58  -0.078
C2 2.11 -0.42 -4.17  -0.386
C3 1.42 -1.69 -3.57  -0.101
C4 3.67 -0.41 -4.03  -0.168
C5 4.20 -0.31 -2.56  -0.146
C6 4.20 -1.64 -1.74  -0.232
C7 5.55 -2.46 -1.64  -0.393
O1 6.58 -2.33 -2.26  0.124
N1 5.24 -3.43 -0.56  0.025
C8 4.11 -2.93 0.27  -0.207
C9 4.05 -1.39 -0.17  -0.363
P1 2.54 -0.46 0.38  0.744
N2 2.42 -0.43 1.98  -0.333
H1 0.66 1.25 -4.29  0.082
H2 2.23 1.68 -3.44  0.075
H3 0.99 0.66 -2.58  0.064
H4 1.86 -0.41 -5.26  0.124
H5 2.01 -2.60 -3.85  0.075
H6 1.48 -1.63 -2.45  0.040
H7 0.37 -1.85 -3.90  0.073
H8 4.16 -1.24 -4.61  0.125
H9 4.00 0.53 -4.55  0.083
H10 5.28 0.01 -2.62  0.127
H11 3.67 0.52 -2.03  0.077
H12 3.50 -2.46 -2.05  0.129
H13 4.85 -4.20 -1.14  0.126
H14 4.18 -3.11 1.37  0.115
H15 3.09 -3.32 0.00  0.114
H16 4.99 -0.99 0.30  0.143
H17 1.36 -1.06 -0.17  0.015
H18 2.60 0.88 -0.13  0.007
H19 1.53 -0.87 2.20  -0.060
C10 1.24 -5.23 -6.76  -0.088
C11 -0.01 -4.37 -6.67  -0.313
O2 0.34 -3.03 -6.34  -0.099
H20 1.79 -5.21 -5.82  0.073
H21 0.99 -6.26 -7.00  0.077
H22 1.92 -4.84 -7.53  0.072
H23 -0.67 -4.75 -5.88  0.097
H24 -0.56 -4.38 -7.61  0.108
H25 0.91 -2.69 -7.03  0.083
C12 -0.04 0.41 5.40  -0.089
C13 1.35 0.67 5.94  -0.325
O3 2.15 -0.50 5.82  -0.091
H26 -0.52 -0.41 5.94  0.073
H27 -0.67 1.30 5.48  0.061
H28 0.00 0.11 4.35  0.054
H29 1.31 0.95 6.99  0.105
H30 1.83 1.48 5.39  0.093
H31 2.19 -0.73 4.89  0.060
C14 -3.13 -2.05 8.64  -0.094
C15 -3.90 -1.72 7.37  -0.322
O4 -3.08 -1.90 6.22  -0.095
H32 -2.24 -1.42 8.72  0.075
H33 -3.75 -1.90 9.53  0.073
H34 -2.78 -3.09 8.62  0.072
H35 -4.22 -0.68 7.38  0.112
H36 -4.78 -2.36 7.28  0.106
H37 -2.80 -2.83 6.21  0.082
C16 -1.58 4.50 4.58  -0.092
C17 -0.18 4.76 5.11  -0.313
O5 0.63 3.59 5.00  -0.101
H38 -2.05 3.68 5.13  0.069
H39 -2.20 5.40 4.67  0.073
H40 -1.54 4.21 3.53  0.074
H41 -0.22 5.03 6.17  0.112
H42 0.30 5.58 4.56  0.108
H43 0.67 3.36 4.06  0.090
C18 -0.31 5.52 -3.40  -0.093
C19 0.93 4.79 -2.93  -0.323
O6 1.98 4.93 -3.87  -0.094
H44 -0.64 5.14 -4.37  0.076
H45 -1.13 5.41 -2.69  0.074
H46 -0.11 6.59 -3.53  0.071
H47 0.72 3.72 -2.82  0.095
H48 1.26 5.17 -1.96  0.109
H49 2.17 5.88 -3.96  0.079
C20 -3.05 -5.33 -2.88  -0.105
C21 -1.81 -6.06 -2.40  -0.317
O7 -0.75 -5.92 -3.34  -0.095
H50 -3.37 -5.72 -3.84  0.064
H51 -3.87 -5.45 -2.16  0.078
H52 -2.84 -4.27 -3.01  0.073
H53 -2.01 -7.13 -2.29  0.111
H54 -1.48 -5.67 -1.43  0.106
H55 -0.56 -4.97 -3.42  0.068
C22 -7.01 -2.84 -4.76  -0.095
C23 -5.55 -3.23 -4.87  -0.315
O8 -5.36 -4.59 -4.51  -0.104
H56 -7.36 -2.99 -3.73  0.076
H57 -7.16 -1.79 -5.03  0.074
H58 -7.63 -3.46 -5.41  0.072
H59 -4.94 -2.62 -4.21  0.111
H60 -5.19 -3.08 -5.90  0.110
H61 -5.89 -5.13 -5.11  0.089
C24 -2.92 0.23 3.26  -0.086
C25 -2.99 0.47 1.77  -0.312
O9 -1.81 1.13 1.32  -0.096
H62 -2.80 1.18 3.79  0.072
H63 -3.82 -0.27 3.62  0.072
H64 -2.05 -0.38 3.51  0.057
H65 -3.84 1.10 1.52  0.088
H66 -3.09 -0.48 1.22  0.110
H67 -1.06 0.56 1.53  0.062
C26 2.95 3.62 8.45  -0.089
C27 4.42 3.30 8.27  -0.323
O10 4.68 1.94 8.61  -0.085
H68 2.64 3.45 9.48  0.077
H69 2.74 4.66 8.19  0.073
H70 2.33 2.98 7.81  0.052
H71 5.03 3.92 8.91  0.109
H72 4.73 3.46 7.23  0.108
H73 4.14 1.38 8.03  0.078
C28 -7.84 2.84 2.37  -0.094
C29 -6.38 2.49 2.21  -0.326
O11 -6.14 1.13 2.55  -0.094
H74 -8.17 2.66 3.40  0.077
H75 -8.03 3.89 2.12  0.074
H76 -8.46 2.21 1.72  0.072
H77 -5.76 3.11 2.87  0.114
H78 -6.05 2.66 1.18  0.108
H79 -6.68 0.58 1.96  0.088
C30 5.39 3.77 -7.51  -0.094
C31 5.34 3.38 -6.05  -0.311
O12 4.79 2.07 -5.89  -0.101
H80 4.39 3.75 -7.95  0.076
H81 5.80 4.77 -7.63  0.073
H82 6.01 3.07 -8.08  0.071
H83 4.71 4.07 -5.49  0.108
H84 6.34 3.39 -5.61  0.110
H85 5.35 1.46 -6.38  0.086

The HOMO energy comes out at -8.757 eV. As for the largest force on an atom: 0.0391 hartree/bohr. The energy above the lowest of the compared OMol25 structures with the same formula, charge and spin is 0.000 eV. The value obtained for the LUMO energy is 0.18 eV. As for the frontier orbital gap: 8.9 eV. Its structure (SMILES) is CC(C)CC[C@H]1C(=O)NC[C@@H]1[PH2]=N.CCO.CCO.CCO.CCO.CCO.CCO.CCO.CCO.CCO.CCO.CCO.